{
  "formula": "C52H50CaCl2N4O3PS",
  "method": "wB97M-V/def2-TZVPD",
  "species": ["Ca", "C", "C", "C", "C", "C", "C", "C", "C", "C", "C", "C", "C", "H", "H", "H", "H", "H", "H", "H", "H", "H", "H", "H", "H", "H", "H", "H", "H", "H", "H", "O", "N", "C", "C", "C", "C", "C", "C", "C", "P", "C", "C", "C", "C", "C", "C", "C", "C", "C", "C", "C", "C", "H", "H", "H", "H", "H", "H", "H", "H", "H", "H", "H", "H", "H", "H", "H", "H", "N", "C", "N", "C", "C", "C", "C", "C", "C", "S", "H", "H", "H", "H", "H", "H", "Cl", "C", "C", "C", "C", "C", "Cl", "C", "N", "C", "C", "C", "C", "C", "C", "C", "C", "O", "O", "H", "H", "H", "H", "H", "H", "H", "H", "H", "H"],
  "positions_angstrom": [[-1.088, 0.080, -0.273], [0.138, -1.816, 4.142], [-0.964, -0.974, 3.542], [-0.993, 0.406, 3.753], [0.013, 1.053, 4.680], [-1.987, 1.201, 3.153], [-2.010, 2.685, 3.440], [-2.966, 0.598, 2.351], [-4.205, 1.346, 1.909], [-2.897, -0.787, 2.105], [-3.935, -1.440, 1.214], [-1.942, -1.577, 2.744], [-2.010, -3.080, 2.603], [-0.099, -2.136, 5.161], [1.078, -1.271, 4.188], [0.322, -2.709, 3.549], [0.837, 1.526, 4.134], [0.450, 0.333, 5.367], [-0.453, 1.829, 5.284], [-2.524, 2.899, 4.381], [-2.502, 3.255, 2.657], [-1.000, 3.083, 3.527], [-4.443, 1.199, 0.859], [-4.140, 2.415, 2.083], [-5.066, 0.980, 2.477], [-4.829, -1.730, 1.776], [-3.554, -2.345, 0.742], [-4.280, -0.769, 0.425], [-1.515, -3.448, 1.700], [-3.043, -3.422, 2.563], [-1.547, -3.580, 3.451], [0.882, -2.699, 0.460], [0.485, -2.614, -0.867], [0.969, -3.544, -1.587], [0.785, -3.541, -3.052], [1.142, -4.685, -3.759], [1.059, -4.724, -5.144], [0.632, -3.595, -5.836], [0.285, -2.449, -5.132], [0.353, -2.420, -3.745], [-0.222, -0.972, -2.791], [0.261, 0.506, -3.741], [1.521, 0.583, -4.328], [1.964, 1.772, -4.887], [1.159, 2.904, -4.856], [-0.090, 2.845, -4.256], [-0.535, 1.653, -3.700], [-2.033, -1.156, -3.113], [-2.724, -0.691, -4.233], [-4.065, -0.998, -4.403], [-4.741, -1.765, -3.456], [-4.071, -2.223, -2.332], [-2.722, -1.916, -2.164], [0.763, -1.780, 0.757], [1.589, -4.321, -1.144], [1.496, -5.551, -3.212], [1.339, -5.622, -5.678], [0.570, -3.603, -6.917], [-0.038, -1.569, -5.679], [2.166, -0.288, -4.348], [2.945, 1.816, -5.342], [1.506, 3.829, -5.298], [-0.720, 3.724, -4.218], [-1.517, 1.624, -3.238], [-2.215, -0.086, -4.973], [-4.587, -0.645, -5.282], [-5.786, -2.010, -3.601], [-4.586, -2.824, -1.594], [-2.184, -2.325, -1.310], [-4.396, 1.020, -1.900], [-3.726, 2.072, -1.379], [-2.616, 1.965, -0.698], [-2.211, 3.247, -0.248], [-1.076, 3.532, 0.503], [-0.821, 4.842, 0.869], [-1.683, 5.875, 0.503], [-2.818, 5.607, -0.245], [-3.061, 4.291, -0.611], [-4.390, 3.669, -1.547], [-3.938, 0.124, -1.995], [-5.169, 1.187, -2.521], [-0.385, 2.752, 0.788], [0.063, 5.066, 1.452], [-1.466, 6.891, 0.804], [-3.493, 6.401, -0.536], [4.653, 0.546, 3.972], [4.921, -1.090, 3.432], [4.929, -2.082, 4.405], [5.235, -3.390, 4.082], [5.541, -3.700, 2.762], [5.499, -2.710, 1.804], [5.859, -3.156, 0.156], [5.176, -1.368, 2.096], [5.103, -0.454, 1.068], [4.673, 0.900, 1.122], [5.583, 1.917, 0.859], [5.175, 3.240, 0.859], [3.853, 3.551, 1.149], [2.947, 2.533, 1.396], [3.332, 1.198, 1.358], [2.348, 0.097, 1.621], [1.126, 0.033, 0.758], [0.828, 0.948, -0.077], [0.352, -0.966, 0.930], [4.713, -1.799, 5.426], [5.251, -4.155, 4.845], [5.811, -4.705, 2.468], [5.656, -0.701, 0.262], [6.618, 1.660, 0.669], [5.889, 4.025, 0.651], [3.531, 4.584, 1.183], [1.915, 2.779, 1.630], [1.971, 0.158, 2.646], [2.817, -0.881, 1.539]],
  "mulliken_charge": [1.25, -2.89, 1.74, 1.18, -2.43, 1.71, -2.67, 1.20, -1.96, 0.70, -2.12, 1.23, -2.35, 0.34, 0.43, 0.58, 0.27, 0.40, 0.55, 0.49, 0.28, 0.48, 0.17, 0.48, 0.44, 0.45, 0.57, 0.10, 0.34, 0.44, 0.45, -0.77, 0.37, -0.83, 0.34, -0.91, -0.73, -0.74, -0.54, 0.92, 1.71, 0.13, -0.82, -0.78, -0.67, -0.78, -0.52, 1.16, -0.41, -0.92, -0.78, -0.46, -1.11, 0.62, 0.41, 0.51, 0.41, 0.46, 0.31, 0.50, 0.45, 0.42, 0.49, 0.18, 0.49, 0.46, 0.42, 0.47, 0.48, -0.03, -0.34, 0.89, -1.12, 0.08, -0.34, -0.89, -0.47, 0.57, -0.39, -0.10, 0.34, -0.10, 0.50, 0.42, 0.47, -0.18, 1.05, -0.70, -0.54, -0.61, 0.55, -0.26, -0.64, 0.09, 0.20, -0.58, -0.78, -0.84, -0.24, -0.05, 0.82, 0.49, -0.75, -0.55, 0.46, 0.42, 0.44, 0.31, 0.51, 0.40, 0.45, 0.11, -0.33, 0.48],
  "charge": 1,
  "e_homo_ev": -9.9,
  "homo_lumo_gap_ev": 7.78,
  "e_tot_ev": -130441.841
}